{
  "formula": "C64H96O32",
  "method": "wB97M-V/def2-TZVPD",
  "species": ["O", "C", "O", "C", "C", "C", "H", "H", "H", "H", "H", "H", "O", "C", "O", "C", "C", "C", "H", "H", "H", "H", "H", "H", "O", "C", "O", "C", "C", "C", "H", "H", "H", "H", "H", "H", "O", "C", "O", "C", "C", "C", "H", "H", "H", "H", "H", "H", "O", "C", "O", "C", "C", "C", "H", "H", "H", "H", "H", "H", "O", "C", "O", "C", "C", "C", "H", "H", "H", "H", "H", "H", "O", "C", "O", "C", "C", "C", "H", "H", "H", "H", "H", "H", "O", "C", "O", "C", "C", "C", "H", "H", "H", "H", "H", "H", "O", "C", "O", "C", "C", "C", "H", "H", "H", "H", "H", "H", "O", "C", "O", "C", "C", "C", "H", "H", "H", "H", "H", "H", "O", "C", "O", "C", "C", "C", "H", "H", "H", "H", "H", "H", "O", "C", "O", "C", "C", "C", "H", "H", "H", "H", "H", "H", "O", "C", "O", "C", "C", "C", "H", "H", "H", "H", "H", "H", "O", "C", "O", "C", "C", "C", "H", "H", "H", "H", "H", "H", "O", "C", "O", "C", "C", "C", "H", "H", "H", "H", "H", "H", "O", "C", "O", "C", "C", "C", "H", "H", "H", "H", "H", "H"],
  "coordinates": [[7.1431, -2.0552, -2.0360], [6.1327, -1.4714, -2.3376], [5.7910, -0.2806, -1.7862], [4.6340, 0.2601, -2.4099], [3.8540, -0.9706, -2.9695], [5.0675, -1.8477, -3.3590], [4.9546, 0.9654, -3.1671], [4.1062, 0.8913, -1.6990], [3.1839, -0.7351, -3.7855], [3.3343, -1.4751, -2.1468], [5.4455, -1.6625, -4.3656], [4.9286, -2.9079, -3.2542], [-7.0180, 0.2118, -0.1677], [-6.2044, -0.1333, -0.9706], [-6.2942, 0.1009, -2.2967], [-5.1485, -0.2820, -2.9940], [-4.4303, -1.2706, -2.0679], [-4.8392, -0.7495, -0.7111], [-4.4972, 0.5729, -3.2216], [-5.4295, -0.7463, -3.9491], [-3.3486, -1.2851, -2.1725], [-4.9056, -2.2486, -2.2205], [-4.1939, 0.0021, -0.2467], [-4.8400, -1.5210, 0.0622], [-4.4428, 1.6114, 6.5147], [-4.0796, 2.1136, 5.4916], [-3.1564, 1.6137, 4.7284], [-2.9214, 2.4603, 3.5371], [-4.2356, 3.2094, 3.3826], [-4.7552, 3.2977, 4.7931], [-2.7871, 1.7071, 2.7851], [-2.0164, 3.0514, 3.6670], [-4.8883, 2.5787, 2.7707], [-4.0738, 4.1523, 2.8781], [-5.8093, 3.0433, 4.8715], [-4.5569, 4.2551, 5.2568], [-0.4605, -6.3654, -4.8198], [0.3612, -5.5189, -4.7596], [-0.0816, -4.2160, -4.6777], [1.1041, -3.3057, -4.7581], [2.3051, -4.1397, -4.2673], [1.8509, -5.5454, -4.7413], [0.8078, -2.4346, -4.1890], [1.1728, -2.9917, -5.7877], [2.3240, -4.1226, -3.1700], [3.2802, -3.7381, -4.4728], [2.1663, -6.3057, -4.0451], [2.1860, -5.8951, -5.7337], [-2.0505, -1.9195, 6.2165], [-2.6928, -2.3631, 5.2784], [-2.9365, -3.7091, 5.1686], [-3.7905, -3.9788, 4.0410], [-3.3729, -2.8570, 3.0764], [-3.2393, -1.7279, 4.0930], [-4.8271, -4.0272, 4.3684], [-3.5223, -4.9701, 3.7237], [-4.1324, -2.6915, 2.3309], [-2.3966, -3.0852, 2.6279], [-4.1157, -1.1375, 4.3535], [-2.4730, -0.9846, 3.8949], [-0.6159, -7.3814, -0.6516], [-0.7426, -6.2112, -0.7733], [0.3386, -5.4083, -1.1374], [-0.1001, -4.0473, -1.1386], [-1.6011, -4.0815, -1.4068], [-1.9476, -5.3630, -0.6630], [0.6129, -3.5828, -1.8074], [0.0662, -3.7059, -0.1170], [-1.7585, -4.2451, -2.4652], [-2.0181, -3.1848, -0.9776], [-2.8258, -5.8917, -1.0197], [-2.1115, -5.2482, 0.4138], [2.2528, 4.3292, 4.4936], [1.9683, 4.1646, 3.3455], [2.8524, 4.3502, 2.3495], [2.3582, 3.8804, 1.1184], [0.8295, 3.9913, 1.2701], [0.6698, 3.7349, 2.7188], [2.7661, 2.8866, 0.8959], [2.7823, 4.5312, 0.3615], [0.1780, 3.4837, 0.5645], [0.6366, 5.0636, 1.1701], [0.4773, 2.7141, 3.0711], [-0.1130, 4.2978, 3.2050], [-5.1973, -1.1181, -6.8947], [-4.0960, -1.2726, -6.4464], [-3.8421, -2.2447, -5.5368], [-2.4177, -2.3170, -5.3009], [-1.9392, -0.8411, -5.5278], [-2.8254, -0.4606, -6.6957], [-1.9978, -3.1104, -5.9267], [-2.3462, -2.6527, -4.2671], [-0.8798, -0.7800, -5.7104], [-2.2849, -0.3064, -4.6575], [-2.4219, -0.8309, -7.6562], [-3.0608, 0.5822, -6.7628], [-0.4103, -0.7572, -2.6401], [-0.2683, -0.3858, -1.4899], [-1.2015, -0.6234, -0.5172], [-0.8603, 0.1001, 0.6984], [0.6563, 0.2990, 0.5796], [0.8700, 0.4378, -0.9346], [-1.1726, -0.5037, 1.5562], [-1.4222, 1.0214, 0.7016], [1.2067, -0.6165, 0.8640], [1.0925, 1.1075, 1.1641], [1.8003, -0.0138, -1.2307], [0.7730, 1.4669, -1.2953], [-0.6867, -5.8839, 3.0410], [-0.0333, -4.9113, 3.2953], [0.1682, -3.9103, 2.4376], [0.8055, -2.7942, 3.0717], [1.3980, -3.3579, 4.3520], [0.4744, -4.4945, 4.6439], [-0.0245, -2.1117, 3.2216], [1.4428, -2.3582, 2.3168], [1.6261, -2.6622, 5.1386], [2.3705, -3.7443, 4.0345], [-0.4005, -4.1697, 5.1964], [0.9442, -5.3288, 5.1509], [6.0981, 3.4908, 3.2877], [5.5550, 2.4751, 2.9667], [5.7434, 1.8685, 1.7604], [5.0477, 0.6078, 1.7391], [3.9390, 0.6922, 2.8130], [4.5354, 1.7012, 3.8241], [5.8211, -0.1419, 1.9526], [4.7235, 0.4035, 0.7258], [3.5975, -0.2646, 3.1921], [3.1080, 1.2059, 2.3618], [5.1278, 1.3044, 4.6622], [3.8268, 2.4378, 4.1806], [-0.5342, 0.3362, 4.1567], [0.1172, 0.4857, 5.1600], [1.4842, 0.4933, 5.0659], [2.0533, 0.6015, 6.4240], [0.9258, 1.2034, 7.2971], [-0.3315, 0.6518, 6.6038], [2.9199, 1.2268, 6.3239], [2.4211, -0.3826, 6.7467], [1.0193, 2.2857, 7.3075], [1.0934, 0.8753, 8.3121], [-1.1716, 1.3418, 6.5788], [-0.6777, -0.3109, 7.0024], [2.5235, 3.2252, -2.2055], [3.1365, 4.1692, -2.6543], [3.7768, 5.0394, -1.9106], [4.4974, 6.0038, -2.6883], [3.7366, 5.9847, -4.0401], [3.3502, 4.5060, -4.1335], [5.5324, 5.6814, -2.8198], [4.5516, 6.9174, -2.1119], [4.4120, 6.3399, -4.8143], [2.8617, 6.6390, -4.0013], [4.1548, 3.8666, -4.5021], [2.4999, 4.2812, -4.7436], [-3.6475, 5.5522, -3.5774], [-2.8322, 4.6886, -3.7435], [-1.5874, 4.7698, -3.1638], [-0.7267, 3.6472, -3.5764], [-1.6967, 2.6264, -4.1610], [-2.8937, 3.4667, -4.6294], [-0.2278, 3.3018, -2.6732], [0.0001, 4.0550, -4.2667], [-2.0264, 1.9345, -3.3947], [-1.2395, 2.0078, -4.9363], [-3.8809, 3.0107, -4.5276], [-2.8332, 3.8255, -5.6697], [-2.5848, 3.1907, 0.0294], [-3.2029, 4.2284, -0.0819], [-4.4231, 4.2191, -0.5901], [-5.0154, 5.5257, -0.5848], [-4.1527, 6.3376, 0.3816], [-2.8244, 5.5770, 0.3751], [-6.0407, 5.4133, -0.2792], [-4.9382, 5.8487, -1.6213], [-4.5623, 6.3818, 1.3938], [-4.0749, 7.3142, -0.0774], [-2.3231, 5.4039, 1.3102], [-2.0188, 6.0315, -0.1872], [3.5813, -1.7547, 0.5376], [3.7553, -2.9609, 0.4152], [2.8232, -3.8085, -0.0549], [3.2529, -5.1767, 0.0982], [4.7706, -5.0711, 0.0024], [5.0228, -3.7232, 0.6712], [2.7119, -5.8311, -0.5742], [3.0110, -5.4689, 1.1235], [5.0252, -4.9114, -1.0477], [5.3341, -5.9338, 0.3245], [5.8290, -3.1587, 0.2343], [5.1960, -3.7568, 1.7525]],
  "e_above_lowest_kcal_mol": 0.0,
  "largest_force_ha_per_bohr": 0.056,
  "multiplicity": 1,
  "homo_lumo_gap_ev": 9.69
}

{
  "formula": "C46H43BrClN13O6S2Sn",
  "method": "wB97M-V/def2-TZVPD",
  "species": ["Sn", "Br", "C", "C", "C", "C", "C", "C", "N", "N", "C", "C", "C", "C", "O", "C", "N", "C", "C", "C", "C", "H", "H", "H", "H", "H", "H", "H", "H", "H", "O", "C", "O", "C", "C", "Cl", "N", "N", "C", "C", "O", "O", "C", "C", "C", "C", "C", "C", "H", "H", "H", "H", "H", "H", "N", "C", "C", "N", "C", "C", "N", "C", "C", "N", "H", "H", "H", "H", "H", "H", "C", "C", "C", "N", "C", "S", "N", "C", "O", "C", "C", "C", "C", "C", "C", "H", "H", "H", "H", "H", "H", "H", "H", "H", "H", "H", "H", "H", "H", "C", "N", "C", "S", "N", "C", "H", "H", "H", "H", "H", "H", "H", "H"],
  "coordinates": [[0.2626, 0.1669, -0.7092], [0.3978, -6.3724, -4.9172], [-0.8043, -5.0156, -5.4782], [-0.3047, -3.7775, -5.8514], [-1.1814, -2.7820, -6.2465], [-2.5523, -3.0286, -6.2717], [-3.0291, -4.2913, -5.9473], [-2.1604, -5.2866, -5.5281], [-3.5068, -2.0803, -6.7809], [-3.5022, -0.8840, -6.4484], [-2.6739, -0.3968, -5.3959], [-1.9817, 0.7640, -5.6486], [-1.0531, 1.3001, -4.7478], [-0.8227, 0.6879, -3.5260], [0.0285, 1.1195, -2.6404], [-1.6066, -0.4798, -3.2227], [-1.4037, -1.0050, -1.9920], [-2.1814, -1.9664, -1.5540], [-3.2303, -2.4807, -2.3334], [-3.4137, -2.0064, -3.6017], [-2.5649, -0.9970, -4.1101], [0.7598, -3.5901, -5.8274], [-0.7992, -1.8111, -6.5308], [-4.0922, -4.4846, -6.0173], [-2.5332, -6.2647, -5.2578], [-2.1482, 1.2467, -6.6043], [-0.5096, 2.2044, -4.9858], [-1.9868, -2.3316, -0.5535], [-3.8890, -3.2295, -1.9160], [-4.2344, -2.3713, -4.2036], [-3.6703, -1.0034, 4.2093], [-2.4991, -0.9686, 4.8179], [-2.3816, -1.1591, 6.0038], [-1.3018, -0.6888, 3.9674], [0.0075, -0.8092, 4.4006], [0.6178, -1.4160, 5.8653], [0.8240, -0.4465, 3.3811], [0.1108, -0.1015, 2.3025], [-1.1596, -0.2491, 2.6239], [-2.1774, 0.0443, 1.5512], [-3.3704, -0.1900, 1.7937], [-1.7315, 0.4994, 0.4560], [2.2464, -0.3445, 3.3068], [2.9788, 0.1969, 4.3505], [4.3518, 0.3313, 4.2120], [4.9813, -0.0548, 3.0374], [4.2302, -0.5780, 1.9937], [2.8595, -0.7278, 2.1230], [-3.5943, -0.7492, 3.2351], [2.4849, 0.5379, 5.2484], [4.9267, 0.7614, 5.0212], [6.0519, 0.0636, 2.9331], [4.7113, -0.8732, 1.0684], [2.2598, -1.1331, 1.3191], [4.6788, -1.1635, -2.5082], [4.3176, -2.4871, -2.3918], [3.0710, -2.4748, -1.8458], [2.6646, -1.1837, -1.6244], [3.6463, -0.4154, -2.0338], [3.6047, 1.0410, -2.0260], [2.6046, 1.7394, -1.5537], [2.8889, 3.0456, -1.8344], [4.0830, 3.1406, -2.4823], [4.5382, 1.8492, -2.6043], [5.5551, -0.8324, -2.8699], [4.9655, -3.2863, -2.7042], [2.4381, -3.3085, -1.5914], [2.2103, 3.8387, -1.5733], [4.6419, 3.9824, -2.8495], [5.4070, 1.5813, -3.0297], [-4.2913, 3.4237, 2.5667], [-2.8388, 3.1663, 2.9391], [-1.9119, 3.4622, 1.7702], [-0.5291, 3.1399, 2.1197], [0.5966, 3.7460, 1.7524], [2.0834, 3.0019, 1.8134], [0.4959, 5.0624, 1.2904], [-0.1614, 6.1601, 1.8354], [-0.1674, 7.2092, 1.2305], [-0.7918, 6.0238, 3.1840], [-2.0082, 6.6599, 3.4061], [-2.6035, 6.5962, 4.6552], [-1.9684, 5.9245, 5.6920], [-0.7405, 5.3144, 5.4781], [-0.1530, 5.3552, 4.2225], [-4.9564, 3.1799, 3.3944], [-4.5857, 2.8131, 1.7112], [-4.4469, 4.4737, 2.3069], [-2.7184, 2.1203, 3.2370], [-2.5430, 3.7799, 3.7935], [-1.9860, 4.5092, 1.4878], [-2.1955, 2.8656, 0.8989], [-0.3727, 2.1868, 2.4238], [1.2158, 5.3203, 0.6319], [-2.4780, 7.1965, 2.5918], [-3.5589, 7.0755, 4.8230], [-2.4295, 5.8811, 6.6701], [-0.2411, 4.7994, 6.2881], [0.8036, 4.8744, 4.0568], [2.8339, -4.3863, 1.7144], [1.9830, -4.9946, 0.7059], [0.8538, -4.4294, 0.2514], [0.2815, -2.9636, 0.8426], [0.2055, -5.0828, -0.7398], [0.5035, -6.4275, -1.1872], [3.4782, -5.1580, 2.1307], [2.2218, -3.9578, 2.5049], [3.4481, -3.5898, 1.2896], [2.2790, -5.8714, 0.3123], [-0.6899, -4.6867, -0.9694], [1.5235, -6.4986, -1.5729], [-0.1617, -6.6721, -2.0110], [0.3669, -7.1678, -0.3932]],
  "e_above_lowest_kcal_mol": 25.5,
  "largest_force_ha_per_bohr": 0.005,
  "multiplicity": 1,
  "homo_lumo_gap_ev": 7.26
}